This record from the OMol25 dataset describes 14 unconnected molecules or ions with the total composition C52H145N13O14. The level of theory is ωB97M-V with the def2-TZVPD basis set.

Computed properties:
net charge = 0
electronic energy = -3832.94102 a.u.
multiplicity = 1
Kohn-Sham gap = 9.2 eV
M = 1176.81 g mol⁻¹
relative energy (zero: lowest compared OMol25 entry of this formula, charge and spin) = 5.336 eV
largest force on an atom = 3.27 eV/Å

Element x y z (Å)
1 O -5.163 2.044 0.567
2 H -6.092 1.870 0.420
3 H -5.097 2.999 0.590
4 C -1.956 2.349 -0.881
5 C -1.472 0.897 -0.721
6 C -0.089 0.860 0.034
7 O 0.799 1.593 -0.817
8 C 2.187 1.490 -0.478
9 N -2.621 0.129 -0.131
10 H -1.988 2.924 0.045
11 H -2.891 2.395 -1.438
12 H -1.213 2.886 -1.471
13 H -1.265 0.642 -1.760
14 H 0.258 -0.167 0.150
15 H -0.195 1.305 1.024
16 H 2.720 0.798 -1.130
17 H 2.254 1.185 0.566
18 H 2.571 2.449 -0.825
19 H -2.180 -0.505 0.519
20 H -3.391 0.643 0.272
21 C 0.996 0.683 3.601
22 C 1.888 1.544 4.553
23 C 2.364 2.921 4.069
24 O 3.182 2.796 2.854
25 C 4.454 2.183 2.970
26 N 1.173 1.640 5.817
27 H 0.115 1.200 3.220
28 H 0.687 -0.187 4.180
29 H 1.453 0.335 2.675
30 H 2.789 0.951 4.709
31 H 2.916 3.501 4.809
32 H 1.476 3.481 3.776
33 H 5.093 2.656 3.716
34 H 4.977 2.205 2.013
35 H 4.212 1.168 3.284
36 H 1.677 2.305 6.386
37 H 1.307 0.764 6.301
38 C -2.461 -0.233 -5.340
39 C -1.121 -1.117 -5.596
40 C 0.024 -0.960 -4.528
41 O 1.068 -1.872 -4.796
42 C 1.796 -2.085 -3.605
43 N -1.568 -2.502 -5.527
44 H -2.743 -0.296 -4.290
45 H -3.330 -0.780 -5.706
46 H -2.364 0.833 -5.545
47 H -0.540 -0.924 -6.497
48 H -0.377 -1.108 -3.526
49 H 0.414 0.052 -4.642
50 H 2.559 -2.851 -3.741
51 H 1.171 -2.444 -2.787
52 H 2.305 -1.193 -3.239
53 H -0.812 -3.171 -5.528
54 H -2.232 -2.788 -6.232
55 C 11.552 0.981 0.570
56 C 10.847 2.029 1.538
57 C 9.351 1.783 1.502
58 O 8.893 1.821 0.175
59 C 7.520 2.062 0.088
60 N 11.345 1.810 2.858
61 H 12.563 1.365 0.440
62 H 11.273 1.010 -0.483
63 H 11.365 -0.035 0.920
64 H 11.112 3.017 1.162
65 H 8.786 2.402 2.198
66 H 9.132 0.746 1.757
67 H 7.151 3.080 0.211
68 H 7.025 1.400 0.799
69 H 7.203 1.740 -0.904
70 H 12.348 1.927 2.853
71 H 11.068 2.412 3.621
72 C -3.907 2.450 3.869
73 C -5.006 3.499 4.344
74 C -6.121 3.822 3.238
75 O -5.608 4.449 1.986
76 C -5.067 5.782 2.116
77 N -5.677 3.080 5.552
78 H -3.364 2.902 3.039
79 H -4.389 1.561 3.461
80 H -3.208 2.235 4.677
81 H -4.519 4.426 4.649
82 H -6.853 4.523 3.638
83 H -6.506 2.910 2.781
84 H -4.197 5.808 2.772
85 H -5.878 6.458 2.387
86 H -4.600 6.153 1.204
87 H -5.595 3.903 6.132
88 H -5.092 2.348 5.929
89 C 1.042 -4.201 8.422
90 C 1.182 -3.669 6.971
91 C -0.084 -3.885 6.159
92 O 0.139 -3.478 4.855
93 C -1.044 -3.543 3.993
94 N 1.424 -2.216 7.027
95 H 1.759 -3.932 9.198
96 H 1.166 -5.283 8.386
97 H 0.046 -4.105 8.854
98 H 1.976 -4.202 6.448
99 H -0.789 -3.241 6.684
100 H -0.370 -4.937 6.119
101 H -0.818 -3.048 3.048
102 H -1.791 -2.937 4.505
103 H -1.410 -4.492 3.604
104 H 0.743 -1.777 7.630
105 H 1.216 -1.936 6.079
106 C 4.178 -0.448 -5.544
107 C 5.397 -1.298 -5.901
108 C 4.937 -2.677 -6.453
109 O 4.295 -3.534 -5.487
110 C 5.173 -4.089 -4.515
111 N 6.187 -0.689 -7.006
112 H 4.464 0.580 -5.319
113 H 3.778 -0.781 -4.586
114 H 3.435 -0.424 -6.340
115 H 5.949 -1.456 -4.974
116 H 5.768 -3.115 -7.005
117 H 4.127 -2.478 -7.155
118 H 5.668 -3.276 -3.985
119 H 5.886 -4.764 -4.989
120 H 4.709 -4.696 -3.737
121 H 6.662 0.071 -6.540
122 H 5.534 -0.165 -7.572
123 C -2.723 -3.950 -0.412
124 C -1.921 -3.278 -1.550
125 C -1.500 -4.230 -2.666
126 O -0.865 -5.396 -2.165
127 C -0.670 -6.274 -3.252
128 N -2.831 -2.275 -2.142
129 H -2.839 -3.281 0.441
130 H -2.242 -4.813 0.048
131 H -3.718 -4.109 -0.828
132 H -1.057 -2.782 -1.107
133 H -0.692 -3.720 -3.191
134 H -2.407 -4.359 -3.256
135 H -0.106 -7.172 -2.998
136 H -0.237 -5.736 -4.095
137 H -1.671 -6.637 -3.485
138 H -2.769 -1.381 -1.676
139 H -2.399 -1.927 -2.987
140 C -1.495 1.545 -9.363
141 C -2.351 2.004 -8.245
142 C -1.649 2.895 -7.232
143 O -0.618 2.231 -6.546
144 C 0.042 3.090 -5.674
145 N -3.462 2.762 -8.748
146 H -2.068 0.897 -10.025
147 H -0.628 0.963 -9.050
148 H -1.210 2.430 -9.932
149 H -2.786 1.200 -7.651
150 H -2.416 3.192 -6.517
151 H -1.380 3.820 -7.743
152 H -0.737 3.340 -4.954
153 H 0.427 4.001 -6.132
154 H 0.784 2.550 -5.086
155 H -3.864 3.317 -8.006
156 H -3.098 3.477 -9.362
157 C -7.654 -1.279 -1.779
158 C -6.954 -1.919 -0.618
159 C -6.857 -3.525 -0.704
160 O -7.972 -4.134 -1.341
161 C -9.231 -4.134 -0.630
162 N -5.664 -1.255 -0.457
163 H -7.200 -0.314 -2.008
164 H -8.725 -1.238 -1.581
165 H -7.552 -1.924 -2.651
166 H -7.606 -1.693 0.226
167 H -6.433 -4.060 0.146
168 H -6.131 -3.735 -1.490
169 H -9.943 -4.805 -1.111
170 H -9.616 -3.116 -0.685
171 H -9.059 -4.375 0.419
172 H -4.914 -1.778 -0.885
173 H -5.724 -0.527 -1.154
174 C 4.762 -3.124 -1.135
175 C 4.316 -1.824 -0.436
176 C 3.171 -2.196 0.580
177 O 3.801 -2.962 1.627
178 C 3.148 -2.924 2.831
179 N 5.419 -1.252 0.288
180 H 4.985 -4.028 -0.568
181 H 5.789 -2.991 -1.476
182 H 4.142 -3.384 -1.993
183 H 4.011 -1.124 -1.214
184 H 2.288 -2.638 0.119
185 H 2.847 -1.177 0.792
186 H 3.564 -3.654 3.526
187 H 2.085 -3.153 2.756
188 H 3.252 -2.055 3.480
189 H 6.219 -1.369 -0.319
190 H 5.677 -1.740 1.133
191 C 3.126 6.933 1.523
192 C 2.075 6.489 0.478
193 C 0.697 6.929 0.888
194 O -0.257 6.589 -0.095
195 C -1.557 6.880 0.350
196 N 2.312 7.042 -0.837
197 H 3.168 8.010 1.683
198 H 4.148 6.729 1.202
199 H 2.913 6.488 2.495
200 H 2.093 5.410 0.320
201 H 0.636 8.000 1.082
202 H 0.452 6.411 1.816
203 H -2.209 6.486 -0.430
204 H -1.751 7.946 0.466
205 H -1.703 6.327 1.277
206 H 1.663 7.807 -0.958
207 H 2.081 6.259 -1.431
208 C -6.333 -2.853 6.890
209 C -5.244 -3.229 5.875
210 C -5.224 -2.138 4.776
211 O -4.271 -2.601 3.755
212 C -4.020 -1.652 2.763
213 N -4.027 -3.250 6.646
214 H -6.201 -1.804 7.152
215 H -6.292 -3.428 7.815
216 H -7.319 -2.776 6.432
217 H -5.380 -4.220 5.441
218 H -4.867 -1.188 5.174
219 H -6.222 -1.916 4.398
220 H -3.171 -1.955 2.151
221 H -3.613 -0.730 3.180
222 H -4.897 -1.371 2.180
223 H -3.853 -2.360 7.090
224 H -3.242 -3.482 6.054

Atoms 1-3, force components in eV/Å:
0.27 -0.53 -0.18
-0.20 -0.18 -0.06
-0.02 0.53 0.32